(one)
{"formula": "C3H10N2S2", "method": "wB97M-V/def2-TZVPD", "multiplicity": 1, "gap_ev": 9.405, "species": ["N", "C", "C", "N", "C", "S", "S", "H", "H", "H", "H", "H", "H", "H", "H", "H", "H"], "coordinates": [[-3.433, 0.395, 1.297], [-2.065, 0.872, 1.375], [-0.998, -0.154, 0.872], [-1.447, -0.923, -0.304], [0.316, 0.593, 0.591], [1.722, -0.510, 0.118], [2.113, 0.069, -1.848], [-3.740, 0.484, 0.346], [-3.444, -0.598, 1.492], [-1.758, 1.062, 2.407], [-1.960, 1.798, 0.808], [-0.834, -0.839, 1.715], [-1.414, -1.913, -0.104], [-0.746, -0.798, -1.013], [0.683, 1.212, 1.406], [0.114, 1.229, -0.271], [3.025, 1.014, -1.579]], "nbo_charge": [-0.81, -0.21, -0.08, -0.84, -0.54, 0.07, -0.14, 0.36, 0.35, 0.18, 0.18, 0.17, 0.36, 0.36, 0.23, 0.23, 0.13]}

***

(two)
{"formula": "C3H10N2S2", "method": "wB97M-V/def2-TZVPD", "multiplicity": 1, "gap_ev": 8.624, "species": ["N", "C", "C", "N", "C", "S", "S", "H", "H", "H", "H", "H", "H", "H", "H", "H", "H"], "coordinates": [[1.341, -1.374, -1.730], [0.813, -1.308, -0.344], [0.481, 0.147, 0.097], [1.405, 0.397, 1.261], [-1.042, 0.219, 0.153], [-1.408, 1.913, 0.851], [-3.335, 2.145, 0.007], [2.296, -1.046, -1.825], [1.441, -2.379, -1.872], [-0.118, -1.859, -0.403], [1.441, -1.824, 0.402], [0.899, 0.799, -0.676], [1.012, -0.151, 2.029], [1.254, 1.374, 1.538], [-1.538, 0.079, -0.831], [-1.480, -0.512, 0.864], [-3.461, 3.380, 0.480]], "nbo_charge": [-0.82, -0.21, -0.10, -0.80, -0.51, 0.04, -0.15, 0.35, 0.35, 0.18, 0.18, 0.21, 0.34, 0.35, 0.25, 0.21, 0.14]}

***

(three)
{"formula": "C3H10N2S2", "method": "wB97M-V/def2-TZVPD", "multiplicity": 1, "gap_ev": 9.296, "species": ["N", "C", "C", "N", "C", "S", "S", "H", "H", "H", "H", "H", "H", "H", "H", "H", "H"], "coordinates": [[3.571, -0.531, 0.001], [2.269, -1.178, 0.197], [1.127, -0.159, 0.234], [0.902, 0.491, -1.081], [-0.161, -0.807, 0.706], [-1.509, 0.380, 0.951], [-2.437, 0.461, -0.908], [4.278, -0.892, 0.628], [3.481, 0.456, 0.213], [2.231, -1.708, 1.149], [2.081, -1.864, -0.626], [1.382, 0.647, 0.932], [1.031, -0.212, -1.806], [1.673, 1.131, -1.250], [-0.057, -1.271, 1.686], [-0.475, -1.633, 0.071], [-1.386, 1.051, -1.504]], "nbo_charge": [-0.84, -0.23, -0.07, -0.84, -0.55, 0.10, -0.16, 0.36, 0.35, 0.18, 0.18, 0.19, 0.35, 0.36, 0.23, 0.23, 0.16]}

***

Least stable = (two)

***

(one)
{"formula": "C4H12OS2", "method": "wB97M-V/def2-TZVPD", "multiplicity": 1, "gap_ev": 8.703, "species": ["C", "C", "C", "S", "S", "C", "H", "H", "H", "H", "H", "H", "H", "H", "H", "H", "O", "H", "H"], "coordinates": [[1.589, 1.524, -2.346], [0.067, 1.297, -2.179], [-0.243, -0.183, -2.202], [0.418, -1.125, -0.795], [-0.530, -0.172, 0.742], [-1.425, -1.575, 1.522], [1.802, 2.465, -2.862], [2.207, 1.490, -1.464], [1.944, 0.749, -3.020], [-0.346, 1.934, -1.404], [-0.323, 1.689, -3.124], [-1.321, -0.349, -2.150], [-0.012, -0.617, -3.165], [-1.979, -1.159, 2.365], [-2.221, -1.739, 0.798], [-0.809, -2.423, 1.770], [0.528, 1.056, 4.384], [0.210, 1.962, 4.445], [-0.262, 0.502, 4.446]], "nbo_charge": [-0.61, -0.42, -0.54, 0.08, 0.06, -0.73, 0.21, 0.22, 0.20, 0.22, 0.20, 0.22, 0.23, 0.22, 0.22, 0.23, -0.93, 0.47, 0.47]}

***

(two)
{"formula": "C4H12OS2", "method": "wB97M-V/def2-TZVPD", "multiplicity": 1, "gap_ev": 9.298, "species": ["C", "C", "C", "S", "S", "C", "H", "H", "H", "H", "H", "H", "H", "H", "H", "H", "O", "H", "H"], "coordinates": [[0.719, 0.862, 1.403], [-0.770, 1.054, 1.682], [-1.524, 1.693, 0.450], [-1.764, 0.381, -0.791], [-0.901, 0.307, -2.490], [0.689, -0.407, -2.487], [0.968, 1.232, 0.434], [1.381, 1.357, 2.077], [0.963, -0.179, 1.397], [-1.142, 0.022, 2.069], [-0.896, 1.917, 2.481], [-2.667, 1.786, 0.702], [-1.015, 2.485, 0.129], [1.399, 0.179, -2.281], [0.844, -1.235, -1.821], [0.942, -0.799, -3.479], [1.174, -3.833, 0.307], [0.329, -3.967, 0.112], [1.272, -2.858, 0.106]], "nbo_charge": [-0.62, -0.41, -0.52, 0.05, 0.13, -0.77, 0.20, 0.22, 0.21, 0.22, 0.21, 0.23, 0.21, 0.20, 0.21, 0.24, -0.92, 0.45, 0.46]}

***

(three)
{"formula": "C4H12OS2", "method": "wB97M-V/def2-TZVPD", "multiplicity": 1, "gap_ev": 3.279, "species": ["C", "C", "C", "S", "S", "C", "H", "H", "H", "H", "H", "H", "H", "H", "H", "H", "H", "H", "O"], "coordinates": [[-3.184, 0.231, 0.303], [-3.950, -1.015, -0.311], [-1.729, -0.107, 0.545], [-0.436, -0.458, -1.057], [4.919, 0.597, 0.289], [1.046, 0.127, -0.172], [-3.800, 0.695, 1.069], [-3.242, 0.987, -0.518], [-3.272, -1.806, -0.664], [-4.600, -0.770, -1.164], [-4.531, -1.484, 0.494], [-1.502, -1.085, -0.107], [-1.531, -0.428, 1.557], [1.881, 0.283, -0.853], [1.279, -0.651, 0.556], [0.922, 1.075, 0.344], [6.965, 0.662, -0.507], [7.106, 1.913, 0.300], [7.660, 1.234, -0.105]], "nbo_charge": [-0.45, -0.61, -0.55, 0.21, -0.02, -0.73, 0.23, 0.20, 0.20, 0.21, 0.20, 0.20, 0.23, 0.22, 0.22, 0.23, 0.47, 0.47, -0.92]}

***

Least stable = (three)

***

(one)
{"formula": "C4H7NO2S", "method": "wB97M-V/def2-TZVPD", "charge": -2, "multiplicity": 1, "gap_ev": 5.858, "species": ["O", "C", "C", "C", "S", "N", "C", "O", "H", "H", "H", "H", "H", "H", "H"], "coordinates": [[0.889, 1.069, 1.651], [0.642, 0.421, 0.622], [-0.649, -0.375, 0.476], [-1.781, 0.105, 1.370], [-3.398, -0.778, 1.083], [1.511, 0.379, -0.408], [1.354, -0.174, -1.829], [2.466, 0.013, -2.535], [-0.945, -0.409, -0.575], [-0.473, -1.429, 0.707], [-1.536, -0.126, 2.397], [-1.958, 1.179, 1.257], [2.302, 0.999, -0.301], [0.473, 0.365, -2.245], [1.101, -1.238, -1.669]], "nbo_charge": [-0.73, 0.67, -0.52, -0.49, -0.80, -0.64, 0.15, -0.95, 0.22, 0.21, 0.18, 0.18, 0.38, 0.07, 0.08]}

***

(two)
{"formula": "C4H7NO2S", "method": "wB97M-V/def2-TZVPD", "charge": -2, "multiplicity": 1, "gap_ev": 5.410, "species": ["O", "C", "C", "C", "S", "N", "C", "O", "H", "H", "H", "H", "H", "H", "H"], "coordinates": [[0.099, 0.427, 2.322], [-0.700, -0.046, 1.541], [-0.417, -0.725, 0.188], [-1.243, 0.174, -0.840], [-3.076, -0.005, -0.495], [0.989, -0.808, -0.036], [1.749, 0.524, -0.237], [2.096, 0.676, -1.532], [-1.757, -0.040, 1.836], [-0.846, -1.751, 0.085], [-0.993, -0.187, -1.831], [-0.903, 1.207, -0.800], [1.305, -1.402, -0.785], [2.559, 0.562, 0.532], [1.139, 1.396, 0.053]], "nbo_charge": [-0.60, 0.45, -0.16, -0.51, -0.81, -0.72, 0.13, -0.99, 0.12, 0.20, 0.19, 0.19, 0.36, 0.06, 0.08]}

***

Least stable = (two)